# 1
Here is C45H88BeF3NO31 as an isolated structure in a non-equilibrium geometry from the OMol25 dataset. Energies are from ωB97M-V/def2-TZVPD.

Positions of all 169 atoms, in Å:
Be: 24.41090 8.82734 7.41741
N: 24.27806 9.74547 2.32462
O: 24.13233 10.15604 1.19198
O: 23.94324 10.45478 3.25158
O: 24.78768 8.63221 2.64088
C: 20.07831 9.41456 10.69703
O: 19.85119 10.08416 9.39635
O: 21.37380 8.82900 10.57417
C: 19.76853 10.48422 11.86303
F: 20.24088 10.11891 13.07366
F: 20.24293 11.73040 11.69901
F: 18.48510 10.66088 12.08501
C: 18.52423 10.57650 9.14696
C: 18.48929 10.96809 7.61279
H: 17.73761 11.69516 7.30549
H: 19.38933 11.56060 7.44861
H: 18.53428 10.06461 7.00468
H: 18.29352 11.49514 9.68637
H: 17.64269 9.95866 9.31800
H: 19.29674 8.66174 10.79956
C: 21.37609 2.49704 16.01898
C: 20.09744 3.20458 16.49576
C: 20.58123 4.13933 17.66471
O: 21.84275 3.58473 18.01707
C: 22.44887 3.00879 16.87483
H: 21.66700 2.71474 14.99132
H: 21.26920 1.41793 16.12937
H: 19.31330 2.51589 16.81030
H: 19.71795 3.89609 15.74351
H: 19.93099 4.00105 18.52850
H: 20.66403 5.19602 17.41046
H: 23.22352 2.31852 17.20879
H: 23.05569 3.73378 16.33238
C: 18.43268 17.34147 10.76458
C: 17.57546 17.69582 12.01390
C: 16.26612 18.32922 11.32816
O: 16.69650 18.51249 9.93727
C: 17.68507 17.54583 9.52539
H: 18.88984 16.35265 10.80112
H: 19.32155 17.97229 10.77297
H: 17.98372 18.39697 12.74178
H: 17.21887 16.79012 12.50447
H: 16.11954 19.33633 11.71847
H: 15.40598 17.68042 11.49343
H: 18.33229 17.92617 8.73511
H: 17.14463 16.65229 9.21295
C: 13.29863 7.72567 4.31959
C: 13.31186 8.36424 2.92598
C: 12.40023 7.37377 2.15721
O: 11.56831 6.82590 3.20382
C: 11.90894 7.31059 4.51192
H: 13.57063 8.46611 5.07182
H: 13.90677 6.82264 4.37249
H: 14.32340 8.51330 2.54826
H: 12.91423 9.37890 2.94713
H: 12.87641 6.51083 1.69173
H: 11.80356 7.95559 1.45467
H: 11.78926 6.52474 5.25770
H: 11.26002 8.15617 4.73994
C: 24.20628 16.76156 18.20643
C: 22.84478 16.06381 18.01753
C: 22.74100 15.00248 19.16010
O: 24.07913 15.08226 19.73924
C: 24.66738 16.35607 19.58348
H: 24.08719 17.83111 18.03330
H: 24.92427 16.36743 17.48724
H: 22.80941 15.61331 17.02561
H: 21.97407 16.71946 18.02632
H: 22.69399 13.97122 18.81025
H: 21.94625 15.29717 19.84539
H: 25.74381 16.27231 19.73309
H: 24.39739 16.95547 20.45292
C: 12.52468 2.41361 12.38537
C: 13.55475 3.00915 11.55033
C: 13.10107 4.47956 11.50433
O: 11.69701 4.38035 11.52676
C: 11.25059 2.98382 11.83320
H: 12.78972 2.73761 13.39178
H: 12.49164 1.32441 12.35967
H: 13.57698 2.62287 10.53131
H: 14.52792 2.76777 11.97784
H: 13.51550 4.74254 10.53110
H: 13.67130 5.03812 12.24659
H: 10.96833 2.41406 10.94787
H: 10.54628 2.99371 12.66504
C: 25.75251 2.66625 4.80265
O: 25.75514 2.02966 6.06126
C: 26.11347 2.81145 7.19864
O: 26.26872 4.03392 7.26589
O: 26.00417 2.01465 8.24799
C: 26.02585 2.47590 9.58345
H: 24.99050 3.43894 4.70075
H: 25.66929 1.90836 4.02369
H: 26.72276 3.12034 4.60137
H: 25.94817 1.70715 10.35227
H: 25.11146 3.02829 9.79993
H: 26.87343 3.12966 9.78914
C: 19.68852 5.71011 3.07653
O: 19.35735 4.61641 3.84957
C: 19.75791 4.64089 5.12710
O: 20.55047 5.43381 5.62738
O: 19.24288 3.60212 5.73981
C: 19.58207 3.39333 7.13626
H: 19.19827 5.64406 2.10524
H: 20.74761 5.70362 2.81889
H: 19.30762 6.68262 3.38837
H: 19.18673 2.42046 7.42840
H: 19.21638 4.08060 7.89917
H: 20.66267 3.37603 7.27810
C: 14.74768 19.56999 18.20170
O: 15.63450 18.50130 18.20299
C: 15.17774 17.25089 18.02070
O: 13.96133 16.90348 17.90554
O: 16.25874 16.43484 18.17483
C: 16.14972 15.03882 18.06321
H: 14.47140 19.94182 19.18836
H: 13.93188 19.51655 17.48079
H: 15.30428 20.38436 17.73791
H: 15.52775 14.66106 18.87472
H: 17.16688 14.65015 18.11249
H: 15.79792 14.82269 17.05443
C: 23.73045 16.39698 6.55699
O: 24.33062 16.70558 7.85837
C: 24.58578 15.77329 8.77077
O: 24.58002 14.57416 8.51484
O: 24.72572 16.32953 9.99525
C: 24.71389 17.72442 10.26152
H: 24.46318 15.88457 5.93358
H: 23.56924 17.32811 6.01375
H: 22.83361 15.78008 6.61353
H: 23.98611 18.41311 9.83240
H: 25.62639 18.28976 10.07223
H: 24.55524 17.93391 11.31937
C: 11.05178 13.76399 12.14113
O: 10.75477 14.33296 10.90562
C: 11.18532 13.79018 9.75808
O: 11.81665 12.73664 9.56295
O: 10.87191 14.68245 8.79871
C: 11.18940 14.31634 7.42709
H: 12.12530 13.66484 12.30184
H: 10.68571 12.73731 12.13998
H: 10.72806 14.38168 12.97884
H: 12.22366 14.51024 7.14282
H: 10.56371 14.90464 6.75588
H: 10.92418 13.30770 7.11021
C: 31.16836 8.74522 11.13268
O: 30.55069 9.56687 12.11280
C: 29.22685 9.79517 12.06750
O: 28.46429 9.51778 11.18069
O: 28.92015 10.58869 13.09186
C: 27.51875 10.73093 13.38381
H: 32.04190 8.24206 11.54724
H: 31.51361 9.38816 10.32302
H: 30.41369 8.05838 10.74951
H: 27.09985 9.77681 13.70362
H: 27.00477 11.06859 12.48386
H: 27.36146 11.45796 14.18054
C: 18.38691 14.50873 0.37843
O: 16.98639 14.66190 0.18786
C: 16.20007 15.22628 1.12049
O: 16.61062 15.62188 2.22494
O: 14.93212 15.42704 0.66633
C: 14.55678 14.94111 -0.63918
H: 18.95722 15.43243 0.28042
H: 18.84397 13.83622 -0.34748
H: 18.62338 13.99302 1.30915
H: 13.46878 14.97192 -0.69744
H: 14.84195 13.89192 -0.71644
H: 14.93026 15.42302 -1.54271

Calculated values
- maximum force (eV Å⁻¹) = 4.9
- HOMO (hartree) = -0.313
- energy (a.u.) = -4468.17804
- charge = 0



# 2
Here is a 9-piece molecular cluster, C45H88N2O20PS8 overall in a non-equilibrium geometry from the OMol25 dataset. Energies are from ωB97M-V/def2-TZVPD.

Positions of all 164 atoms, in Å:
C: 1.00563 -4.34486 -0.62196
C: 1.21607 -3.63382 -1.90515
C: 0.64645 -2.37772 -2.16871
C: -0.17085 -1.64091 -1.13528
O: -1.56669 -1.70913 -1.36186
O: -1.87795 -2.97416 -1.97114
C: 0.86476 -1.79794 -3.42742
C: 0.24070 -0.49186 -3.81814
C: 1.12518 0.73826 -3.51946
O: 0.61597 1.36345 -2.35124
C: 1.72168 -2.48582 -4.32528
C: 2.11324 -1.89481 -5.65684
C: 3.49377 -2.37653 -6.08866
C: 4.59558 -1.66219 -5.30559
O: 5.29123 -2.61638 -4.52432
N: 2.25913 -3.63327 -4.02326
N: 1.98847 -4.18599 -2.84730
P: 2.84689 -5.78864 -2.68643
C: 3.82172 -5.63614 -1.15802
C: 1.50556 -6.97944 -2.33732
H: 0.30847 -3.80348 -0.00498
H: 0.58122 -5.33160 -0.76521
H: 1.92566 -4.39787 -0.05434
H: 0.07864 -1.92432 -0.11695
H: 0.06642 -0.58823 -1.23522
H: -2.77567 -3.10467 -1.63347
H: -0.70337 -0.38956 -3.29763
H: -0.01522 -0.53098 -4.87086
H: 2.15215 0.41643 -3.36508
H: 1.06600 1.40535 -4.37382
H: 1.36639 1.68568 -1.84597
H: 2.13923 -0.81784 -5.54267
H: 1.35859 -2.15567 -6.39712
H: 3.62025 -2.19419 -7.15159
H: 3.59803 -3.44379 -5.94737
H: 4.15039 -0.90913 -4.64877
H: 5.28538 -1.17871 -5.99645
H: 6.04615 -2.16573 -4.12041
H: 3.29425 -5.89032 -0.24296
H: 4.62827 -6.35172 -1.28550
H: 4.27515 -4.65453 -1.07121
H: 1.42247 -7.24930 -1.28835
H: 0.54591 -6.56431 -2.63420
H: 1.69776 -7.85763 -2.93879
C: -1.60856 3.25616 -0.60683
C: -2.15124 1.96832 0.02130
C: -2.41551 2.25640 1.50417
S: -2.77354 4.01803 1.61018
O: -1.73205 4.64986 2.38525
O: -4.16187 4.20203 1.95506
C: -2.51860 4.37951 -0.12031
H: -1.59620 3.19196 -1.69271
H: -0.58488 3.43327 -0.26613
H: -3.08099 1.69005 -0.47729
H: -1.45758 1.13640 -0.09898
H: -3.26920 1.70611 1.89326
H: -1.54040 2.06711 2.12350
H: -2.08529 5.37012 -0.23205
H: -3.49324 4.33982 -0.60430
C: -7.45922 2.29536 -0.32016
C: -8.06474 1.91011 -1.67685
C: -7.35516 2.74617 -2.75062
S: -5.71350 3.09403 -2.10669
O: -5.58431 4.51224 -1.88188
O: -4.71653 2.37927 -2.87033
C: -5.94783 2.28901 -0.52248
H: -7.75630 1.60559 0.46733
H: -7.78972 3.29515 -0.03266
H: -7.89507 0.84802 -1.86345
H: -9.13948 2.07900 -1.70126
H: -7.25048 2.21775 -3.69439
H: -7.84681 3.70295 -2.91386
H: -5.40307 2.83968 0.24429
H: -5.56200 1.27265 -0.61181
C: 0.31368 -2.54133 4.54749
C: 0.14006 -1.25360 3.73007
C: 1.50771 -0.90878 3.12412
S: 2.37563 -2.47291 2.93300
O: 3.52651 -2.48048 3.79181
O: 2.51898 -2.78418 1.52425
C: 1.10027 -3.49933 3.65748
H: -0.64369 -2.96793 4.83951
H: 0.87906 -2.33144 5.45688
H: -0.58810 -1.42309 2.93269
H: -0.23132 -0.43443 4.34282
H: 1.43058 -0.43253 2.14957
H: 2.10498 -0.28981 3.79026
H: 1.57008 -4.31982 4.19456
H: 0.48395 -3.88586 2.84501
C: -0.97571 6.59584 5.43497
C: 0.40785 6.64307 6.10430
C: 0.23527 6.16704 7.55577
S: -1.16789 5.04503 7.53034
O: -2.23369 5.62472 8.30917
O: -0.72013 3.69603 7.77126
C: -1.57376 5.24324 5.80500
H: -0.91369 6.71403 4.35479
H: -1.60206 7.39915 5.82897
H: 1.09138 5.97576 5.57589
H: 0.83626 7.64329 6.07159
H: 1.10145 5.62945 7.93163
H: -0.01284 6.98609 8.22725
H: -2.65223 5.19046 5.67676
H: -1.09215 4.43415 5.25780
C: 8.97518 1.95530 -4.94791
C: 9.87773 1.51379 -3.78587
C: 8.98212 0.85086 -2.73052
S: 7.58716 0.17214 -3.63564
O: 6.37776 0.84696 -3.22929
O: 7.64452 -1.27768 -3.62707
C: 8.07180 0.76292 -5.25132
H: 9.55357 2.24431 -5.82303
H: 8.37042 2.81269 -4.64598
H: 10.61403 0.79475 -4.14810
H: 10.42246 2.35174 -3.35659
H: 9.48483 0.04598 -2.19965
H: 8.58564 1.56973 -2.01638
H: 7.18019 1.01347 -5.82169
H: 8.62038 -0.04060 -5.74211
C: 6.64208 -2.25001 1.67930
C: 6.56159 -2.59398 0.18348
C: 7.65285 -1.78746 -0.53038
S: 8.95348 -1.52411 0.67954
O: 9.04222 -0.10899 0.94522
O: 10.12302 -2.27538 0.30579
C: 8.12122 -2.32379 2.04839
H: 6.04635 -2.92967 2.28641
H: 6.26987 -1.23725 1.84632
H: 6.74284 -3.66157 0.04221
H: 5.57858 -2.36947 -0.22968
H: 8.06911 -2.31205 -1.38336
H: 7.29511 -0.80649 -0.83494
H: 8.37404 -1.80609 2.97032
H: 8.47535 -3.35330 2.08675
C: -5.72193 -5.00623 -4.41065
C: -6.47699 -6.00797 -3.52498
C: -6.35729 -5.51960 -2.07497
S: -6.18541 -3.73228 -2.16779
O: -4.87646 -3.36301 -1.67321
O: -7.35897 -3.09307 -1.64231
C: -6.17220 -3.62209 -3.95338
H: -5.93066 -5.16144 -5.46740
H: -4.64516 -5.11528 -4.26120
H: -7.52708 -6.03527 -3.81914
H: -6.08247 -7.01691 -3.62914
H: -7.23637 -5.74774 -1.47858
H: -5.46746 -5.90930 -1.58471
H: -5.50852 -2.81559 -4.25612
H: -7.19197 -3.40752 -4.27012
C: -5.89295 5.53030 5.74567
C: -5.90332 5.00148 7.18722
C: -7.18954 4.18583 7.36987
S: -7.60164 3.54449 5.73765
O: -8.84556 4.13044 5.30760
O: -7.41377 2.11540 5.70859
C: -6.25987 4.34418 4.86163
H: -4.92251 5.94198 5.47135
H: -6.63615 6.32237 5.63388
H: -5.03372 4.36116 7.34624
H: -5.84556 5.81087 7.91218
H: -7.06229 3.34678 8.04840
H: -8.02330 4.80286 7.69815
H: -6.59712 4.62021 3.86572
H: -5.44144 3.62830 4.79325

Calculated values
- maximum force (eV Å⁻¹) = 1.6
- HOMO (hartree) = -0.410
- energy (a.u.) = -6908.22216
- charge = +1